Below is a molecular structure, H2N4, with properties calculated with the ωB97M-V functional and the def2-TZVPD basis.

- frontier orbital gap (spin up / spin down) (eV) = 9.03 / 7.75
- HOMO energy (spin up / spin down) (Eh) = -0.36341 / -0.32484

Last column: natural (NBO) charge in e.
CARTESIAN COORDINATES (ANGSTROEM)
N: 0.132 -0.595 -1.236  -0.34
H: 0.400 1.146 1.575  0.36
N: -0.386 -0.180 0.450  0.03
N: -0.114 0.578 -0.707  -0.01
N: 0.657 0.267 1.100  -0.40
H: -0.689 -1.215 -1.181  0.35



Below is 4 unconnected molecules or ions with the total composition C14H25NO8, with properties calculated with the ωB97M-V functional and the def2-TZVPD basis.

- total charge = -2
- frontier orbital gap (eV) = 4.66
- HOMO energy (Eh) = -0.01635

Last column: natural (NBO) charge in e.
CARTESIAN COORDINATES (ANGSTROEM)
C: -1.323 5.054 -0.014  -0.24
O: 4.208 0.251 -4.977  -0.67
O: -2.192 -2.629 -0.190  -0.89
H: -3.149 -5.237 -0.293  0.19
H: 4.218 -0.140 -2.417  0.19
H: -0.969 -1.970 0.247  0.53
C: -0.260 3.001 -0.486  -0.08
H: -0.168 -0.566 0.518  0.53
H: 1.281 -0.649 5.297  0.14
O: -0.026 -1.544 0.502  -0.88
O: 1.937 -0.577 -6.344  -0.69
H: 0.731 -1.710 -0.120  0.56
O: -0.236 -0.590 -2.232  -0.72
C: -2.568 -4.919 0.574  -0.63
H: -0.969 5.481 -0.965  0.16
H: -3.793 -3.161 1.054  0.09
C: -0.253 1.499 -0.340  -0.28
H: -0.765 5.507 0.812  0.16
N: -0.739 1.045 0.995  -0.64
C: -0.306 0.650 3.417  -0.06
H: -1.611 1.548 1.127  0.36
C: 0.074 1.442 2.175  -0.27
C: 3.290 -0.396 -2.914  -0.54
H: 0.549 3.397 0.164  0.13
H: 2.129 0.171 4.079  0.15
C: 0.764 -0.774 -4.318  -0.55
H: -0.017 1.269 4.283  0.15
C: 3.271 -0.236 -4.338  0.44
C: 2.130 -0.674 -2.207  0.39
O: 0.315 -0.602 3.416  -0.52
H: -2.267 -3.199 1.785  0.08
C: 0.808 -0.689 -2.923  0.40
O: 2.212 -0.946 -0.961  -0.80
H: -0.164 -0.946 -4.845  0.19
O: -1.422 3.668 -0.036  -0.55
H: 0.110 3.294 -1.477  0.19
C: 1.935 -0.589 -5.102  0.41
H: 1.096 1.144 1.920  0.21
H: -0.021 2.532 2.239  0.17
C: 1.459 -0.695 4.211  -0.24
H: -2.361 5.405 -0.009  0.18
C: -2.737 -3.403 0.783  -0.02
H: -1.013 1.068 -0.994  0.26
H: -2.995 -5.457 1.436  0.16
H: 1.973 -1.599 3.899  0.20
H: 0.732 1.070 -0.530  0.25
H: -1.389 0.575 3.550  0.18
H: -1.510 -5.171 0.549  0.20



Below is 2 unconnected molecules or ions with the total composition C12H21N3O4, with properties calculated with the ωB97M-V functional and the def2-TZVPD basis.

- SMILES string = O=C(NO)C1=CCCCC1.CNC(=O)CNC(C)=O
- frontier orbital gap (eV) = 8.83
- HOMO energy (Eh) = -0.31603

Last column: natural (NBO) charge in e.
CARTESIAN COORDINATES (ANGSTROEM)
N: -1.001 3.335 1.978  -0.33
C: 0.780 1.873 0.143  -0.12
H: -1.413 -4.464 0.353  0.20
O: -1.851 4.093 2.838  -0.54
C: 1.631 1.226 -0.921  -0.45
H: -1.055 -2.564 2.319  0.41
H: 2.759 4.297 0.617  0.22
C: 2.878 2.057 -1.232  -0.39
O: -3.734 -2.340 -0.917  -0.61
C: 3.603 2.392 0.070  -0.39
H: -2.777 -4.972 -2.127  0.22
H: 1.925 0.227 -0.584  0.21
H: -1.292 4.643 3.429  0.50
H: -1.403 2.635 1.357  0.40
C: 0.376 3.486 2.001  0.60
H: 3.542 1.495 -1.896  0.21
H: 4.538 2.920 -0.147  0.21
H: 3.859 1.464 0.593  0.19
H: 1.043 1.114 -1.838  0.21
H: -0.007 -1.316 -1.171  0.22
H: -1.002 -3.078 -2.243  0.40
O: -1.292 -0.482 1.289  -0.63
C: -3.296 -4.080 -2.470  -0.71
C: 2.722 3.263 0.974  -0.43
H: -0.203 -4.595 1.639  0.22
C: -0.552 -3.974 0.812  -0.41
O: 0.824 4.270 2.833  -0.65
H: 3.145 3.249 1.984  0.24
H: -4.372 -4.229 -2.386  0.25
H: -1.579 -0.517 -1.185  0.24
N: -0.938 -2.658 1.321  -0.61
H: -3.040 -3.871 -3.507  0.22
H: 2.594 2.983 -1.744  0.20
H: 0.254 -3.880 0.084  0.19
H: -0.261 1.571 0.192  0.21
N: -1.614 -2.556 -1.640  -0.62
C: -1.053 -1.426 -0.889  -0.32
C: -1.105 -1.511 0.651  0.67
C: -2.899 -2.907 -1.605  0.66
C: 1.266 2.829 1.025  -0.09